57
Properties=species:S:1:pos:R:3 method="wB97M-V/def2-TZVPD" lumo_ev="-2.8183 / -2.9742" energy_ha=-4489.8989 total_charge=+1 homo_lumo_gap_ev="8.6 / 8.8" multiplicity=3
Ni 0.05 0.44 0.09
F -4.13 -3.14 0.93
C -2.89 -2.71 0.97
F -2.05 -3.74 0.99
F -2.69 -1.95 2.05
S -2.49 -1.73 -0.54
O -1.07 -1.39 -0.33
O -2.77 -2.53 -1.68
N -3.43 -0.50 -0.28
S -3.13 0.88 -0.97
O -3.55 1.04 -2.32
O -1.76 1.35 -0.67
C -4.18 1.98 0.06
F -3.86 1.83 1.34
F -5.45 1.72 -0.13
F -3.90 3.22 -0.34
N 2.38 1.19 2.11
C 3.29 0.02 2.41
C 3.75 -0.72 1.14
C 2.73 -1.66 0.48
N 1.75 -0.92 -0.35
C 2.04 -2.53 1.54
C 1.45 -1.74 2.71
N 0.36 -0.89 2.21
C 2.55 -0.91 3.37
H 2.78 1.86 1.45
H 2.14 1.70 2.96
H 1.48 0.88 1.74
H 4.16 0.44 2.89
H 4.60 -1.33 1.44
H 4.13 0.00 0.40
H 3.29 -2.33 -0.17
H 1.08 -1.60 -0.72
H 2.23 -0.55 -1.17
H 2.78 -3.23 1.94
H 1.27 -3.14 1.07
H 1.10 -2.44 3.46
H -0.13 -0.40 2.96
H -0.34 -1.49 1.79
H 3.28 -1.60 3.80
H 2.14 -0.32 4.21
I 4.06 3.93 -3.40
C 2.38 3.12 -2.50
C 1.07 3.53 -2.63
N 0.34 2.72 -1.85
N 1.09 1.80 -1.22
C 2.33 2.04 -1.62
H 0.63 4.33 -3.20
H -0.65 2.71 -1.69
H 3.17 1.43 -1.29
C -0.73 4.21 1.97
O -0.13 3.20 1.14
C -0.24 1.91 1.54
O -0.72 1.63 2.62
H -1.20 4.92 1.30
H 0.05 4.70 2.55
H -1.47 3.77 2.63